(1)
{
  "formula": "C10H16",
  "method": "wB97M-V/def2-TZVPD",
  "species": ["C", "C", "C", "C", "C", "C", "C", "C", "C", "C", "H", "H", "H", "H", "H", "H", "H", "H", "H", "H", "H", "H", "H", "H", "H", "H"],
  "coordinates": [[2.821845, -1.032053, 1.056886], [-0.010201, 1.407745, 0.773969], [2.528318, -1.271548, 2.544855], [-3.663147, -0.205839, -0.926858], [0.911403, 1.409016, -1.404026], [-1.068486, 0.658310, 0.287383], [-2.312539, -0.562718, -1.535196], [1.007087, 1.800400, -0.083819], [-1.115040, 0.168947, -1.012197], [-0.147448, 0.646710, -1.892581], [-0.016437, 0.262685, -2.899479], [1.721846, 1.663009, -2.060886], [1.875223, 2.364247, 0.207709], [3.840627, -1.303674, 0.780644], [2.080119, -1.567730, 0.460622], [-3.584494, -0.372763, 0.143449], [-2.296822, -1.665135, -1.575847], [2.854916, -0.411157, 3.117732], [2.671204, 0.000510, 0.730867], [2.991062, -2.207399, 2.829688], [-2.374772, -0.456880, -2.619029], [-4.386456, -0.880969, -1.367028], [-0.036066, 1.651270, 1.830816], [-1.877390, 0.389885, 0.946707], [1.459459, -1.326924, 2.766227], [-3.873812, 0.842053, -1.100608]],
  "forces_ev_per_a": [[-0.7, 0.3, -0.2], [-0.2, 0.1, 0.2], [-0.3, 0.6, -0.6], [1.0, -0.1, 0.1], [0.0, -0.1, -0.3], [0.0, -0.6, 0.1], [-0.6, -1.2, -1.1], [-0.4, -0.2, -0.1], [-0.4, 1.0, -0.6], [1.3, -0.7, 0.5], [-0.6, 0.2, -0.1], [0.2, 0.2, -0.4], [0.0, 0.2, 0.4], [-0.1, -0.2, 0.0], [0.4, -0.3, -0.2], [-0.5, -0.1, 0.1], [0.8, 0.1, 0.9], [0.5, -0.2, 0.4], [0.1, 0.0, 0.4], [0.1, 0.0, 0.5], [0.1, 0.8, -0.2], [-0.5, 0.2, 0.1], [0.2, 0.2, -0.1], [0.0, 0.0, 0.3], [0.0, -0.2, -0.3], [-0.4, 0.1, 0.0]],
  "smiles": "CCc1ccccc1.CC",
  "multiplicity": 1,
  "charge": 0,
  "fmax_ev_per_a": 1.774,
  "total_energy_ha": -390.6115,
  "de_lowest_kcal_mol": 15.32,
  "mol_weight_g_mol": 136.2,
  "homo_energy_ev": -9.0664
}


(2)
{
  "formula": "C10H16",
  "method": "wB97M-V/def2-TZVPD",
  "species": ["C", "C", "C", "C", "C", "C", "C", "C", "C", "C", "H", "H", "H", "H", "H", "H", "H", "H", "H", "H", "H", "H", "H", "H", "H", "H"],
  "coordinates": [[1.288989, -2.348493, -2.314739], [0.703705, 1.199868, 0.068349], [1.100824, -1.175955, -3.018855], [-2.514529, 0.947695, 1.369439], [1.014174, -0.045088, -2.164876], [-2.933537, 0.055995, 2.546681], [2.040423, 1.799356, 0.471438], [1.036682, -2.378501, -0.914641], [0.719823, -0.064969, -0.766363], [0.856149, -1.290907, -0.110664], [0.920185, -1.368412, 0.979806], [1.259438, -3.335770, -0.337557], [2.742679, 0.817186, 0.563789], [1.873007, 2.186099, 1.505375], [-0.065978, 1.095498, 1.010646], [0.992552, 0.998515, -2.612336], [1.575483, -3.275100, -2.873281], [-3.424835, 0.525890, 3.409598], [1.132607, -1.109019, -4.116225], [-2.047631, -0.445406, 2.992928], [-3.368437, 1.712200, 1.015875], [-3.565248, -0.837787, 2.249127], [0.121196, 1.925390, -0.737231], [-2.345611, 0.328873, 0.443502], [2.488659, 2.546391, -0.125174], [-1.600767, 1.536451, 1.465390]],
  "forces_ev_per_a": [[-0.9, -1.4, 0.1], [-4.1, 1.9, -1.7], [0.7, 1.1, 1.6], [-2.2, 0.9, -1.9], [-1.9, 2.0, -0.4], [0.3, -1.5, 0.3], [0.5, -3.6, 2.5], [2.1, -3.0, 0.3], [2.3, -0.3, -0.3], [-0.5, 0.7, -0.6], [-0.4, 0.0, -0.4], [-0.5, 1.0, -1.2], [-1.1, 2.6, -0.1], [0.6, -0.1, -0.8], [2.4, 0.0, -2.5], [0.0, -1.4, 0.3], [-0.5, 0.8, 0.8], [0.0, 0.3, -0.5], [0.2, 0.1, 0.7], [-0.2, 0.4, -0.3], [1.7, -1.6, 1.0], [0.4, 1.3, 0.0], [1.2, -1.1, 2.4], [-0.1, 0.4, 0.9], [0.3, 0.6, -0.9], [-0.5, 0.0, 0.6]],
  "smiles": "CCc1ccccc1.CC",
  "multiplicity": 1,
  "charge": 0,
  "fmax_ev_per_a": 4.843,
  "total_energy_ha": -390.5505,
  "de_lowest_kcal_mol": 53.58,
  "mol_weight_g_mol": 136.2,
  "homo_energy_ev": -8.8750
}


(3)
{
  "formula": "C10H16",
  "method": "wB97M-V/def2-TZVPD",
  "species": ["C", "C", "C", "C", "C", "C", "C", "C", "C", "C", "H", "H", "H", "H", "H", "H", "H", "H", "H", "H", "H", "H", "H", "H", "H", "H"],
  "coordinates": [[-0.809749, 2.208928, -0.234319], [-1.055691, 0.330859, -1.683915], [2.386153, -1.876958, -0.938345], [-0.779404, 1.668939, -1.519253], [-1.107018, 1.389195, 0.839747], [-1.457395, 0.051413, 0.676711], [-1.977836, -0.787421, 1.812516], [1.941018, -0.114453, 0.829469], [-1.375656, -0.481993, -0.597864], [2.821353, -1.291668, 0.420905], [-1.165521, -1.098764, 2.471594], [-2.616775, -1.601414, 1.477121], [-1.012416, -0.129686, -2.669371], [2.077273, -2.923736, -0.867593], [-0.604915, 2.345740, -2.345872], [3.147364, -1.831370, -1.711260], [-0.578785, 3.241103, -0.009760], [-1.170729, 1.854702, 1.813349], [3.869032, -1.026192, 0.326792], [0.956965, -0.520929, 1.041881], [2.406714, 0.462275, 1.627826], [2.718730, -2.077108, 1.170359], [1.501472, -1.376873, -1.341894], [-2.603213, -0.180920, 2.475364], [-1.548006, -1.525035, -0.818777], [1.777395, 0.582661, -0.001869]],
  "forces_ev_per_a": [[0.3, -0.5, 0.2], [0.2, -0.5, -0.3], [-0.6, -0.4, -0.1], [-0.2, 0.9, 0.3], [-0.5, 0.2, 0.1], [-0.4, -0.3, -0.1], [0.0, 0.8, 0.6], [0.4, 0.0, -0.7], [0.2, 0.4, -0.6], [-0.3, -0.2, -0.8], [0.0, -0.5, -0.2], [0.4, -0.2, 0.0], [0.0, 0.2, 0.1], [0.2, 0.0, 0.1], [0.1, -0.3, -0.2], [0.2, 0.1, 0.0], [0.0, 0.1, -0.3], [0.0, -0.1, 0.2], [0.2, 0.2, 0.3], [0.0, 0.3, 0.5], [-0.4, -0.1, 0.3], [0.3, 0.1, 0.1], [0.1, 0.2, 0.1], [0.0, 0.1, -0.2], [-0.2, -0.2, 0.3], [0.2, -0.1, 0.0]],
  "smiles": "Cc1ccccc1.CCC",
  "multiplicity": 1,
  "charge": 0,
  "fmax_ev_per_a": 0.984,
  "total_energy_ha": -390.6203,
  "de_lowest_kcal_mol": 9.77,
  "mol_weight_g_mol": 136.2,
  "homo_energy_ev": -9.0608
}


(4)
{
  "formula": "C10H16",
  "method": "wB97M-V/def2-TZVPD",
  "species": ["C", "C", "C", "C", "C", "C", "C", "C", "C", "C", "H", "H", "H", "H", "H", "H", "H", "H", "H", "H", "H", "H", "H", "H", "H", "H"],
  "coordinates": [[-1.873550, -0.965214, -1.395071], [1.117994, 1.841294, 0.449653], [0.691085, -2.103288, 2.106567], [-0.106890, 0.138153, 1.814110], [2.151247, -0.447285, 1.086681], [-0.226853, -1.099441, 2.457961], [1.084670, 0.500086, 1.080435], [-1.045738, 1.550298, -2.243203], [1.859714, -1.736832, 1.516140], [-0.774713, 0.034797, -1.860041], [-2.525060, -1.087768, -2.177102], [-0.861190, 0.877687, 1.811042], [-0.460063, -0.338209, -2.810206], [0.078211, 0.001897, -1.238026], [0.479741, -3.152109, 2.264118], [-2.446872, -0.586024, -0.645801], [3.080690, -0.214299, 0.652712], [-0.331053, 2.079112, -2.835227], [0.087450, 1.943706, -0.024462], [2.711605, -2.473016, 1.269692], [-1.507283, -1.988788, -1.104797], [1.043662, 2.690304, 1.100240], [1.833109, 2.157272, -0.273650], [-1.101804, 2.076761, -1.315058], [-0.983294, -1.334226, 3.173037], [-1.974818, 1.635132, -2.859739]],
  "forces_ev_per_a": [[2.9, -0.1, -0.4], [-2.9, 0.8, -0.6], [-0.5, 0.2, 0.6], [2.2, -0.6, -0.4], [-3.0, 1.1, 0.1], [0.7, 0.3, -1.4], [0.5, -1.8, 1.6], [-2.1, -1.6, 0.5], [3.0, -1.1, -1.4], [-0.2, 0.4, -1.7], [-1.7, -0.5, -2.1], [-0.9, 0.6, 0.5], [0.6, -0.8, -0.6], [0.8, -0.1, 0.8], [0.1, 0.0, 0.5], [-1.5, 1.0, 2.6], [1.0, 0.2, -0.5], [1.1, -0.4, -0.3], [1.5, -0.1, 0.2], [-1.7, 0.8, 0.7], [0.1, 1.2, -0.3], [0.3, 0.2, 1.2], [0.8, -0.6, -0.6], [-0.8, 0.8, 0.3], [-0.8, 0.0, -0.1], [0.4, 0.0, 0.8]],
  "smiles": "Cc1ccccc1.CCC",
  "multiplicity": 1,
  "charge": 0,
  "fmax_ev_per_a": 3.505,
  "total_energy_ha": -390.5710,
  "de_lowest_kcal_mol": 40.71,
  "mol_weight_g_mol": 136.2,
  "homo_energy_ev": -8.7645
}


Repeat the third record exactly.
{
  "formula": "C10H16",
  "method": "wB97M-V/def2-TZVPD",
  "species": ["C", "C", "C", "C", "C", "C", "C", "C", "C", "C", "H", "H", "H", "H", "H", "H", "H", "H", "H", "H", "H", "H", "H", "H", "H", "H"],
  "coordinates": [[-0.809749, 2.208928, -0.234319], [-1.055691, 0.330859, -1.683915], [2.386153, -1.876958, -0.938345], [-0.779404, 1.668939, -1.519253], [-1.107018, 1.389195, 0.839747], [-1.457395, 0.051413, 0.676711], [-1.977836, -0.787421, 1.812516], [1.941018, -0.114453, 0.829469], [-1.375656, -0.481993, -0.597864], [2.821353, -1.291668, 0.420905], [-1.165521, -1.098764, 2.471594], [-2.616775, -1.601414, 1.477121], [-1.012416, -0.129686, -2.669371], [2.077273, -2.923736, -0.867593], [-0.604915, 2.345740, -2.345872], [3.147364, -1.831370, -1.711260], [-0.578785, 3.241103, -0.009760], [-1.170729, 1.854702, 1.813349], [3.869032, -1.026192, 0.326792], [0.956965, -0.520929, 1.041881], [2.406714, 0.462275, 1.627826], [2.718730, -2.077108, 1.170359], [1.501472, -1.376873, -1.341894], [-2.603213, -0.180920, 2.475364], [-1.548006, -1.525035, -0.818777], [1.777395, 0.582661, -0.001869]],
  "forces_ev_per_a": [[0.3, -0.5, 0.2], [0.2, -0.5, -0.3], [-0.6, -0.4, -0.1], [-0.2, 0.9, 0.3], [-0.5, 0.2, 0.1], [-0.4, -0.3, -0.1], [0.0, 0.8, 0.6], [0.4, 0.0, -0.7], [0.2, 0.4, -0.6], [-0.3, -0.2, -0.8], [0.0, -0.5, -0.2], [0.4, -0.2, 0.0], [0.0, 0.2, 0.1], [0.2, 0.0, 0.1], [0.1, -0.3, -0.2], [0.2, 0.1, 0.0], [0.0, 0.1, -0.3], [0.0, -0.1, 0.2], [0.2, 0.2, 0.3], [0.0, 0.3, 0.5], [-0.4, -0.1, 0.3], [0.3, 0.1, 0.1], [0.1, 0.2, 0.1], [0.0, 0.1, -0.2], [-0.2, -0.2, 0.3], [0.2, -0.1, 0.0]],
  "smiles": "Cc1ccccc1.CCC",
  "multiplicity": 1,
  "charge": 0,
  "fmax_ev_per_a": 0.984,
  "total_energy_ha": -390.6203,
  "de_lowest_kcal_mol": 9.77,
  "mol_weight_g_mol": 136.2,
  "homo_energy_ev": -9.0608
}